This record from the Open Molecules 2025 dataset describes C21H26N2O2 as an isolated structure in a non-equilibrium geometry. The level of theory is ωB97M-V with the def2-TZVPD basis set.

Summary:
**F_max**: 0.2953 Eh/bohr
**Energy relative to the best compared isomer or geometry (same formula, charge and spin)**: 380.7 kcal per mole
**Kohn-Sham gap**: 0.276 Eh

Last column: Mulliken charge in e.
Element x y z (Å)
C1 2.8878 4.7967 -6.7964  -1.31
C2 2.0974 3.7900 -5.7919  -0.47
C3 2.8536 3.7387 -4.3652  -0.53
C4 2.0430 2.8962 -3.5349  -0.75
O1 2.7047 2.8020 -2.4678  -0.14
C5 2.2836 2.2291 -1.3766  0.37
C6 1.0775 1.5451 -1.4239  -1.11
C7 0.9285 0.5010 -0.3125  0.59
C8 1.7307 0.5305 0.8188  -0.18
C9 2.7300 1.3320 0.9178  -0.62
C10 3.3019 2.2363 -0.0545  -1.19
H1 4.1778 2.7751 -0.1692  0.51
H2 3.2996 1.2362 1.6643  0.59
H3 1.4602 -0.0352 1.8035  -0.04
C11 -0.3386 -0.3395 -0.5043  0.51
O2 -0.8787 -0.3584 -1.5584  -0.64
N1 -1.1181 -0.6594 0.6701  -0.19
C12 -2.1558 -1.3622 0.8929  -0.64
C13 -2.9867 -1.7435 0.0457  0.26
C14 -4.1917 -2.2628 0.2700  -0.66
C15 -4.3224 -2.9559 1.4056  -0.79
C16 -3.3642 -2.5235 2.5010  0.39
C17 -2.2005 -1.9445 2.2881  0.91
N2 -1.2442 -1.5896 3.1986  -0.46
C18 0.1883 -2.7821 2.9628  -0.36
C19 -0.3449 -3.9292 3.8471  -0.88
H4 0.4427 -4.3995 3.9805  0.80
C20 -1.0294 -3.3823 5.0819  -0.72
H5 -2.0707 -3.8445 5.1122  0.18
C21 -1.6252 -1.8866 4.5801  -1.36
H6 -0.8258 -1.2272 5.1494  0.31
H7 -2.5405 -1.7653 4.6600  0.92
H8 -0.5564 -3.3360 5.9395  0.53
H9 -0.9946 -4.5952 3.0817  0.19
H10 0.0856 -2.8089 1.8391  0.33
H11 0.9340 -2.0483 3.5350  0.32
H12 -3.5077 -3.3235 3.3854  0.02
H13 -5.3730 -3.2636 1.8166  0.27
H14 -4.8945 -2.5023 -0.5350  0.35
H15 -2.7861 -1.0596 -1.0029  0.10
H16 -0.6810 -0.3303 1.6705  0.31
H17 0.5842 1.6197 -2.1727  1.12
H18 2.0147 2.0066 -4.0149  0.58
H19 0.9626 3.3698 -3.5058  0.33
H20 3.9879 3.4716 -4.6749  0.25
H21 2.7898 4.7404 -4.0414  0.28
H22 1.9608 2.8419 -6.2814  0.39
H23 0.9659 4.2051 -5.7692  0.28
H24 2.5626 4.6887 -7.8000  0.39
H25 4.0463 4.5019 -7.0249  0.25
H26 3.0617 5.7309 -6.4648  0.42

This record from the Open Molecules 2025 dataset describes C21H26N2O3S as an isolated structure in a non-equilibrium geometry. The level of theory is ωB97M-V with the def2-TZVPD basis set.

Summary:
**F_max**: 0.3704 Eh/bohr
**Energy relative to the best compared isomer or geometry (same formula, charge and spin)**: 498.5 kcal per mole
**Kohn-Sham gap**: 0.310 Eh

Last column: Mulliken charge in e.
Element x y z (Å)
C1 1.6040 4.2158 4.2756  -0.80
O1 0.9526 2.9262 4.4872  -0.51
C2 0.8247 1.8357 3.6216  0.12
C3 0.0754 0.9265 4.0113  -0.69
C4 0.0506 -0.1645 3.1781  1.16
C5 0.5260 -0.1646 2.0543  -0.08
C6 1.3254 0.9835 1.6646  -0.86
C7 1.6564 1.8009 2.5061  0.91
O2 2.4805 2.8511 2.1444  -0.51
C8 2.9652 2.8755 0.7228  -1.09
H1 3.5266 1.9588 0.8027  0.45
H2 2.2084 2.7508 0.1718  0.47
H3 3.6725 3.8359 0.5623  0.23
H4 1.7737 0.6213 0.7614  0.57
N1 0.5131 -1.4560 1.2523  -0.22
H5 0.6921 -1.0748 0.3324  0.24
C9 -0.7054 -2.1398 1.1315  0.19
H6 -0.9208 -2.4742 2.2836  0.17
C10 -2.0998 -1.7117 0.7483  -1.42
N2 -2.5314 -1.9296 -0.5192  0.25
C11 -2.4071 -1.2869 -1.6363  1.15
O3 -2.9660 -1.6388 -2.6175  -0.64
C12 -2.2693 0.1974 -1.5425  -1.71
H7 -2.8475 0.8322 -0.7376  0.31
H8 -2.3456 0.4339 -2.4320  0.94
S1 -0.4348 0.5312 -1.3409  0.17
C13 0.5234 0.4261 -2.9473  0.94
C14 -0.2303 -0.4732 -3.8482  -0.95
C15 0.5436 -0.3624 -5.0424  -0.43
C16 1.8349 0.0431 -5.2257  -0.75
C17 2.4164 0.5379 -4.0250  -0.14
C18 1.8404 0.7597 -2.8958  -0.74
H9 2.1042 1.2954 -2.0784  0.41
H10 3.5498 1.0957 -4.1950  0.10
H11 2.4861 -0.0790 -6.0901  0.39
H12 -0.0211 -1.1239 -5.8374  0.14
H13 -1.0292 -0.8691 -3.8631  1.04
C19 -2.9637 -3.2473 -0.6662  -1.27
C20 -1.8257 -4.2526 0.2418  -1.06
C21 -0.5963 -3.4472 0.5522  -1.17
H14 -0.1970 -3.0728 -0.7046  0.12
H15 0.0826 -3.9388 1.0046  0.82
H16 -2.2016 -4.3571 1.2355  0.35
H17 -1.5396 -5.0770 -0.3281  0.54
H18 -2.6203 -3.7051 -1.5776  0.40
H19 -3.7880 -3.6058 -0.5002  0.69
H20 -1.9036 -0.4263 0.6692  0.25
H21 -2.8660 -1.7623 1.2475  0.58
H22 -0.8175 -1.0595 3.6695  -0.12
H23 -0.4892 1.1059 5.1595  0.15
H24 1.2782 4.6158 3.4553  0.33
H25 2.7587 3.9399 4.1881  0.17
H26 1.5243 4.6299 5.0922  0.44

This record from the Open Molecules 2025 dataset describes one molecule with the formula C21H26N2O4. The level of theory is ωB97M-V with the def2-TZVPD basis set.

Summary:
**F_max**: 0.0117 Eh/bohr
**Energy relative to the best compared isomer or geometry (same formula, charge and spin)**: 41.2 kcal per mole
**Kohn-Sham gap**: 0.342 Eh

Last column: Mulliken charge in e.
Element x y z (Å)
C1 -2.8565 4.4534 1.0593  -0.82
O1 -1.5963 5.0462 0.8459  -0.45
C2 -0.5892 4.2674 0.3717  0.48
C3 0.6249 4.9269 0.1644  -0.43
C4 1.7202 4.2363 -0.3281  0.63
O2 2.9363 4.7896 -0.5774  -0.42
C5 3.1112 6.1662 -0.3382  -0.86
C6 1.6128 2.8706 -0.6019  -0.87
C7 0.4124 2.2172 -0.3838  0.36
C8 0.2266 0.7678 -0.6702  0.40
O3 -0.8678 0.2949 -0.9529  -0.81
N1 1.3363 0.0106 -0.5799  0.00
C9 1.3680 -1.4035 -0.9045  -0.20
C10 0.9064 -2.2320 0.3178  0.36
O4 1.6179 -2.9754 0.9630  -0.68
N2 -0.3887 -2.0129 0.5891  0.07
C11 -1.0923 -2.6773 1.6682  -1.54
C12 -2.1438 -3.6008 1.1105  0.65
C13 -1.8630 -4.9443 0.9020  -0.33
C14 -2.8166 -5.7813 0.3497  -0.60
C15 -4.0577 -5.2808 -0.0056  -0.41
C16 -4.3413 -3.9398 0.1905  -0.58
C17 -3.3881 -3.1039 0.7444  -0.26
C18 2.7418 -1.7971 -1.4719  0.48
C19 2.7000 -3.2456 -1.9541  -1.61
C20 3.8788 -1.6078 -0.4686  -1.37
C21 -0.6959 2.9136 0.0946  -0.97
H1 -2.8044 3.6639 1.8153  0.33
H2 -3.2678 4.0427 0.1325  0.34
H3 -3.5009 5.2544 1.4178  0.24
H4 0.6614 5.9791 0.3919  0.49
H5 2.9583 6.4121 0.7172  0.34
H6 4.1419 6.3834 -0.6135  0.24
H7 2.4364 6.7685 -0.9540  0.35
H8 2.4748 2.3728 -1.0163  0.59
H9 2.1841 0.4146 -0.2174  0.24
H10 0.6104 -1.5578 -1.6853  0.33
H11 -0.9143 -1.3732 -0.0005  0.24
H12 -0.3454 -3.2371 2.2362  0.53
H13 -1.5514 -1.9212 2.3145  0.46
H14 -0.8921 -5.3316 1.1741  0.40
H15 -2.5909 -6.8263 0.1956  0.37
H16 -4.8025 -5.9342 -0.4357  0.37
H17 -5.3070 -3.5445 -0.0892  0.37
H18 -3.6100 -2.0568 0.8947  0.38
H19 2.9233 -1.1452 -2.3369  0.39
H20 3.6391 -3.5081 -2.4349  0.46
H21 1.8935 -3.3927 -2.6693  0.40
H22 2.5450 -3.9113 -1.1100  0.29
H23 4.0053 -0.5637 -0.1868  0.38
H24 4.8133 -1.9459 -0.9101  0.44
H25 3.6840 -2.1935 0.4244  0.23
H26 -1.6143 2.3666 0.2282  0.55

This record from the Open Molecules 2025 dataset describes one molecule with the formula C21H26N2O4S. The level of theory is ωB97M-V with the def2-TZVPD basis set.

Summary:
**F_max**: 0.0139 Eh/bohr
**Energy relative to the best compared isomer or geometry (same formula, charge and spin)**: 3.0 kcal per mole
**Kohn-Sham gap**: 0.312 Eh

Last column: Mulliken charge in e.
Element x y z (Å)
C1 3.5915 1.7122 -2.9036  -1.15
C2 2.8132 0.3993 -3.0015  -0.77
C3 1.4076 0.4973 -2.4827  -0.80
C4 0.4305 1.2356 -3.0798  1.28
C5 0.5106 2.1010 -4.2887  -1.50
S1 -1.0980 1.0629 -2.2647  -0.40
C6 -0.4066 -0.0775 -1.1467  0.21
N1 -1.2265 -0.6585 -0.1955  0.19
C7 -0.8663 -1.0004 1.0690  0.62
O1 0.2218 -0.7750 1.5492  -0.52
C8 -2.0088 -1.6517 1.8372  -1.25
C9 -3.0258 -0.6037 2.2030  0.37
C10 -2.9423 0.0589 3.4162  -0.44
C11 -3.8612 1.0337 3.7667  -0.78
C12 -4.8825 1.3514 2.8932  -0.61
C13 -4.9842 0.7067 1.6710  -0.62
C14 -4.0584 -0.2632 1.3161  0.97
O2 -4.0752 -0.9380 0.1175  -0.43
C15 -5.1166 -0.6772 -0.7936  -1.08
C16 0.9288 -0.2525 -1.3601  0.62
C17 1.6916 -1.3274 -0.6522  0.01
O3 1.3600 -2.4936 -0.7791  -0.71
N2 2.7932 -0.9502 0.0311  0.18
C18 3.1214 0.4028 0.4130  -0.33
C19 3.0585 0.5441 1.9409  -0.71
O4 3.8803 -0.4086 2.5767  -0.47
C20 3.4599 -1.7140 2.2425  -0.41
C21 3.5750 -1.9466 0.7346  -0.83
H1 3.1440 2.4773 -3.5311  0.33
H2 4.6170 1.5584 -3.2314  0.39
H3 3.6089 2.0794 -1.8811  0.28
H4 2.7801 0.0886 -4.0501  0.53
H5 3.3368 -0.3782 -2.4447  0.34
H6 1.2523 1.7117 -4.9834  0.37
H7 0.7878 3.1223 -4.0231  0.31
H8 -0.4552 2.1363 -4.7882  0.45
H9 -2.1979 -0.8000 -0.4503  0.13
H10 -1.5939 -2.0999 2.7396  0.47
H11 -2.4654 -2.4244 1.2181  0.35
H12 -2.1417 -0.1967 4.0939  0.43
H13 -3.7789 1.5382 4.7169  0.39
H14 -5.6091 2.1061 3.1538  0.38
H15 -5.7873 0.9729 1.0024  0.43
H16 -4.9402 -1.3415 -1.6386  0.29
H17 -6.0947 -0.8996 -0.3581  0.40
H18 -5.0948 0.3608 -1.1398  0.38
H19 2.4170 1.0964 -0.0448  0.38
H20 4.1410 0.6235 0.0723  0.28
H21 3.4282 1.5246 2.2471  0.44
H22 2.0181 0.4164 2.2642  0.24
H23 4.1079 -2.3986 2.7920  0.42
H24 2.4143 -1.8587 2.5468  0.20
H25 3.1913 -2.9303 0.4622  0.50
H26 4.6227 -1.8523 0.4255  0.28